No. 1
Density functional theory data (ωB97M-V/def2-TZVPD) for C16H16AlBrF2N3O6S as an isolated structure in a non-equilibrium geometry.

ORCA input file:
```
! RIJCOSX wB97M-V def2-TZVPD def2/J DEFGRID3
* xyz -1 1
C -0.40983 5.28198 0.27166
N -0.82872 3.92731 0.70980
C -2.28278 3.85818 0.58796
C -0.18029 2.97198 -0.16952
O -0.53181 2.81810 -1.30934
C 0.94039 2.14482 0.43526
Al 1.13896 0.34335 -0.45868
N 2.60569 -0.56767 0.36331
C 3.34545 0.14181 0.96602
S 4.25798 0.99698 2.00121
O 0.98455 0.19044 -2.25619
C 0.11013 -0.86185 -2.50522
N 0.58599 -1.90060 -3.44957
C 0.80653 -1.42003 -4.75105
O 1.47269 -2.01675 -5.53379
F 0.19497 -0.31742 -5.13406
C 1.84591 -2.48185 -3.04091
O 2.87989 -1.93344 -2.96881
F 1.77300 -3.77945 -2.72344
C -0.63640 -1.35099 -1.18548
Br -2.62445 -1.26561 -1.74226
C -0.52606 -2.83689 -0.74797
O 0.38793 -3.05210 0.31327
C -0.08673 -2.71078 1.54845
C -1.38631 -2.93777 2.00844
C -1.77770 -2.52010 3.28514
C -0.88068 -1.86802 4.13680
C 0.43523 -1.67416 3.69291
C 0.82016 -2.08883 2.42281
O -0.54353 -0.39271 -0.24718
H -0.51225 6.00998 1.07907
H 0.63333 5.21504 -0.04746
H -1.04654 5.59663 -0.56749
H -2.71827 3.01694 1.13412
H -2.72579 4.76834 1.00754
H -2.61917 3.80383 -0.45887
H 0.62545 1.91535 1.46649
H 1.87862 2.70274 0.53423
H -0.68492 -0.36207 -3.06306
H -0.13307 -3.39671 -1.60373
H -1.51110 -3.26089 -0.56858
H -2.12825 -3.41084 1.37731
H -2.78713 -2.66301 3.65113
H -1.16519 -1.51664 5.12021
H 1.16525 -1.18599 4.32725
H 1.83888 -1.93062 2.09227
*
```

For the HOMO-LUMO gap, the calculation gives 8.86 eV. The calculation puts the HOMO energy at -6.1 eV. Its max |F| is 2.6 eV/A. The calculation puts the LUMO energy at 2.7 eV.

***

No. 2
Density functional theory data (ωB97M-V/def2-TZVPD) for C2HBr2ClS as an isolated structure in a non-equilibrium geometry.

ORCA input file:
```
! RIJCOSX wB97M-V def2-TZVPD def2/J DEFGRID3
* xyz 0 1
C -0.18440 -0.01722 0.36175
C 0.93900 -0.64352 0.11450
S -1.11024 0.90655 -1.27786
Cl -2.49468 1.99461 -0.32427
Br 1.83695 -1.65010 1.44757
Br 1.77299 -0.65091 -1.57653
H -0.75961 0.06058 1.25483
*
```

For the HOMO-LUMO gap, the calculation gives 9.04 eV. The calculation puts the HOMO energy at -9.1 eV. Its max |F| is 3.9 eV/A. As for the relative energy (zero: lowest compared OMol25 entry of this formula, charge and spin): 0.000 eV. The calculation puts the LUMO energy at -0.1 eV.

***

No. 3
Density functional theory data (ωB97M-V/def2-TZVPD) for C6H5F9NO4S2 as an isolated structure.

ORCA input file:
```
! RIJCOSX wB97M-V def2-TZVPD def2/J DEFGRID3
* xyz -1 1
O -3.06143 -3.29358 0.17402
S -2.78329 -2.64293 -1.08165
O -3.78573 -1.74347 -1.60492
N -1.36931 -1.92035 -1.11034
S -0.06982 -2.74700 -1.45663
O 0.28154 -2.66110 -2.86329
O -0.02007 -4.07404 -0.87586
C 1.15822 -1.77282 -0.60044
C 1.17051 -0.31216 -1.05848
C 1.54152 0.69992 0.01390
F 2.12175 0.12711 1.10677
F 2.45634 1.58381 -0.47886
C 0.34321 1.53148 0.53374
F -0.65174 0.70371 0.85329
F -0.07136 2.33823 -0.46884
C 0.62528 2.43281 1.77221
F 1.78708 3.09109 1.61882
F 0.71183 1.66419 2.86313
C -0.48155 3.50791 2.02652
F -1.69991 3.04012 1.76417
F -0.44301 3.89035 3.30895
F -0.26363 4.58685 1.26880
H -2.65125 -3.63369 -1.99179
H 2.09866 -2.27551 -0.84672
H 0.96534 -1.89209 0.46563
H 0.18945 -0.05792 -1.47313
H 1.90137 -0.17090 -1.85901
*
```

For the HOMO-LUMO gap, the calculation gives 8.59 eV. The calculation puts the HOMO energy at -5.7 eV. Its max |F| is 0.4 eV/A. As for the relative energy (zero: lowest compared OMol25 entry of this formula, charge and spin): 0.000 eV. The calculation puts the LUMO energy at 2.9 eV.

***

No. 4
Density functional theory data (ωB97M-V/def2-TZVPD) for a 8-piece molecular cluster, C20H58N2O8 overall in a non-equilibrium geometry.

ORCA input file:
```
! RIJCOSX wB97M-V def2-TZVPD def2/J DEFGRID3
* xyz -1 2
C 2.09704 -6.62237 -1.01080
C 2.03834 -6.00658 -2.35899
C 1.49738 -4.55931 -2.30586
O 0.19407 -4.38174 -1.70460
C -0.31205 -3.07940 -1.66225
N 3.35751 -5.97129 -2.84394
H 1.08347 -6.51194 -0.62533
H 2.84864 -6.23108 -0.32517
H 2.31178 -7.68812 -1.08942
H 1.38956 -6.61613 -2.98799
H 1.27576 -4.31463 -3.34467
H 2.23312 -3.96059 -1.76890
H -0.48503 -2.64546 -2.64707
H 0.32652 -2.40782 -1.08840
H -1.20590 -3.16413 -1.04424
H 3.71062 -6.85273 -2.49973
H 3.88108 -5.31403 -2.28359
C 2.33651 -0.31791 1.78634
C 2.14358 -1.92322 1.64696
C 3.54556 -2.52272 1.32041
O 3.46639 -4.00315 1.28296
C 4.76671 -4.52924 1.20801
N 1.65634 -2.37297 2.92405
H 1.49427 0.05351 2.37010
H 2.44608 0.20441 0.83594
H 3.32601 -0.14289 2.20868
H 1.39488 -2.11101 0.87737
H 4.16200 -2.47121 2.21787
H 4.13903 -2.09453 0.51260
H 5.61218 -3.88845 1.45830
H 4.96443 -4.82950 0.17900
H 4.79202 -5.42718 1.82539
H 1.71121 -3.36271 3.11771
H 0.75172 -1.95840 3.09696
C 0.46802 1.72688 -1.07646
C -0.69290 0.67681 -0.90788
O -1.66587 1.48126 -0.35614
H -0.01994 2.62385 -1.45783
H 1.32289 1.35238 -1.63954
H 0.94429 1.92989 -0.11726
H -0.33460 -0.18517 -0.34510
H -0.99887 0.30250 -1.88480
H -2.43523 0.91073 -0.42086
C 1.60695 2.84785 2.82463
C 1.09885 4.30142 2.85740
O 0.12041 4.47541 3.89671
H 0.89275 2.02659 2.88423
H 2.21715 2.71869 3.71854
H 2.25955 2.63669 1.97750
H 0.72562 4.60883 1.88052
H 2.02434 4.83276 3.07934
H 0.55304 4.38945 4.74937
C -4.36926 6.04044 0.64178
C -3.65742 4.70349 0.41750
O -3.72545 4.44586 -0.97161
H -4.51355 6.02372 1.72206
H -5.28271 6.18533 0.06496
H -3.78383 6.88642 0.28164
H -4.15270 3.87149 0.91807
H -2.71787 4.67897 0.96955
H -3.10315 3.73797 -1.15389
C -3.59623 0.59971 -3.20502
C -3.92136 -0.68341 -2.35850
O -3.62551 -0.55284 -1.00874
H -4.51800 1.10155 -3.49932
H -3.19315 0.22700 -4.14667
H -2.88780 1.29802 -2.75938
H -3.58982 -1.63169 -2.78151
H -4.99764 -0.81436 -2.47063
H -4.37065 -0.95765 -0.55875
C -3.03827 -0.97417 2.04677
C -2.03056 -0.41413 3.10234
O -1.07493 -1.40406 3.39371
H -3.27386 -2.02394 2.22162
H -2.49988 -0.98594 1.09910
H -3.95400 -0.40112 1.90135
H -2.59081 -0.28055 4.02775
H -1.60441 0.52318 2.74464
H -1.56609 -2.18958 3.64534
C -0.16188 5.27429 -1.75371
C 0.77528 4.91915 -2.96416
O 1.51715 6.07037 -3.35748
H -0.66593 6.21869 -1.95895
H 0.38130 5.44859 -0.82490
H -0.93811 4.54997 -1.50688
H 0.16497 4.37717 -3.68656
H 1.46175 4.17555 -2.55929
H 2.06701 6.32442 -2.61269
*
```

For the HOMO-LUMO gap (spin up / spin down), the calculation gives 1.71 / 8.86 eV. The calculation puts the HOMO energy (spin up / spin down) at 0.6 / -6.6 eV. Its max |F| is 3.5 eV/A. The expectation value of S² is 0.750. As for the relative energy (zero: lowest compared OMol25 entry of this formula, charge and spin): 0.312 eV. The calculation puts the LUMO energy (spin up / spin down) at 2.3 / 2.2 eV.